[1]
Computed, not measured: a 10-piece molecular cluster, C40H100N8O14 overall in a non-equilibrium geometry, with ωB97M-V with the def2-TZVPD basis set.

```
162
Properties=species:S:1:pos:R:3
C -18.80 -13.16 -14.20
C -17.94 -14.38 -14.20
C -17.17 -14.70 -12.98
O -17.31 -16.14 -12.73
C -18.44 -16.51 -13.38
O -19.03 -17.50 -13.25
O -18.80 -15.56 -14.27
H -18.15 -12.30 -14.22
H -19.43 -13.06 -13.32
H -19.37 -13.27 -15.12
H -17.36 -14.48 -15.14
H -17.54 -14.20 -12.08
H -16.11 -14.49 -13.06
C -8.37 -17.66 -13.66
C -9.29 -16.71 -14.42
C -9.41 -15.33 -13.80
O -9.72 -14.50 -14.91
C -9.31 -15.16 -16.04
O -9.40 -14.61 -17.10
O -8.82 -16.33 -15.75
H -8.58 -17.64 -12.59
H -7.34 -17.27 -13.75
H -8.41 -18.68 -14.02
H -10.23 -17.22 -14.61
H -8.51 -15.04 -13.21
H -10.26 -15.32 -13.14
C -9.79 -12.63 -11.34
O -8.70 -11.84 -11.76
C -9.00 -10.50 -11.54
C -7.96 -9.71 -12.39
C -8.11 -8.24 -12.05
N -8.26 -10.00 -13.81
H -9.94 -12.48 -10.26
H -9.61 -13.70 -11.42
H -10.72 -12.48 -11.89
H -9.97 -10.26 -12.00
H -9.11 -10.28 -10.46
H -6.94 -10.05 -12.14
H -7.82 -8.21 -11.01
H -9.16 -7.93 -12.17
H -7.43 -7.56 -12.58
H -8.09 -10.96 -14.08
H -7.62 -9.43 -14.35
C -12.27 -15.68 -18.89
O -12.34 -17.06 -18.64
C -11.38 -17.46 -17.65
C -11.57 -18.97 -17.47
C -10.70 -19.37 -16.30
N -11.31 -19.71 -18.69
H -13.02 -15.37 -19.62
H -11.27 -15.40 -19.25
H -12.46 -15.09 -17.97
H -10.37 -17.26 -17.98
H -11.42 -16.85 -16.79
H -12.62 -19.07 -17.20
H -9.65 -19.20 -16.53
H -10.86 -20.35 -15.81
H -11.03 -18.63 -15.57
H -11.92 -19.30 -19.40
H -10.37 -19.48 -19.03
C -15.38 -17.19 -16.13
O -14.61 -18.38 -15.98
C -15.30 -19.27 -15.11
C -14.54 -20.59 -15.11
C -14.68 -21.22 -16.52
N -14.81 -21.44 -13.96
H -15.48 -16.61 -15.23
H -16.39 -17.28 -16.51
H -14.79 -16.55 -16.80
H -15.36 -18.81 -14.10
H -16.34 -19.38 -15.45
H -13.48 -20.36 -15.08
H -13.93 -21.97 -16.73
H -14.35 -20.46 -17.25
H -15.70 -21.53 -16.71
H -14.18 -21.16 -13.21
H -14.62 -22.43 -14.07
C -10.25 -18.41 -9.55
O -9.46 -19.28 -10.33
C -9.93 -20.63 -10.19
C -9.31 -21.50 -11.30
C -9.79 -21.02 -12.67
N -9.70 -22.91 -11.16
H -9.94 -17.38 -9.67
H -10.21 -18.64 -8.48
H -11.31 -18.48 -9.82
H -9.68 -21.05 -9.23
H -11.02 -20.71 -10.36
H -8.22 -21.49 -11.37
H -9.36 -20.03 -12.77
H -10.86 -20.95 -12.72
H -9.46 -21.54 -13.56
H -10.71 -22.98 -11.33
H -9.55 -23.26 -10.21
C -16.23 -19.10 -10.90
O -15.66 -19.69 -9.74
C -16.46 -20.84 -9.45
C -15.86 -21.67 -8.34
C -14.66 -22.39 -8.82
N -16.80 -22.64 -7.93
H -15.54 -18.29 -11.15
H -17.21 -18.68 -10.74
H -16.18 -19.83 -11.71
H -17.46 -20.49 -9.13
H -16.58 -21.45 -10.38
H -15.51 -21.11 -7.48
H -13.92 -21.65 -9.13
H -14.92 -23.08 -9.66
H -14.10 -23.00 -8.13
H -17.71 -22.28 -7.70
H -16.95 -23.36 -8.66
C -20.73 -13.92 -10.67
O -19.34 -14.07 -10.40
C -18.97 -15.31 -9.85
C -17.76 -15.11 -8.91
C -17.31 -16.53 -8.53
N -18.04 -14.22 -7.79
H -21.36 -13.95 -9.78
H -21.05 -14.68 -11.38
H -20.97 -13.00 -11.17
H -19.78 -15.74 -9.25
H -18.76 -16.01 -10.69
H -16.97 -14.60 -9.49
H -16.50 -16.62 -7.83
H -17.03 -17.01 -9.47
H -18.16 -17.06 -8.10
H -18.69 -14.64 -7.10
H -18.56 -13.42 -8.18
C -12.75 -10.28 -9.85
O -13.64 -11.38 -9.68
C -14.58 -11.20 -8.63
C -14.12 -11.72 -7.27
C -13.90 -13.25 -7.23
N -15.10 -11.32 -6.28
H -12.10 -10.42 -10.72
H -11.99 -10.15 -9.08
H -13.28 -9.33 -9.99
H -14.88 -10.14 -8.56
H -15.49 -11.74 -8.94
H -13.16 -11.22 -7.04
H -14.82 -13.81 -7.50
H -13.55 -13.55 -6.24
H -13.07 -13.44 -7.90
H -15.84 -12.02 -6.14
H -15.58 -10.45 -6.47
C -13.61 -13.92 -11.08
O -13.83 -14.94 -12.08
C -13.20 -16.09 -11.74
C -13.33 -17.06 -12.89
C -12.81 -18.48 -12.57
N -12.71 -16.49 -14.07
H -12.55 -13.78 -10.98
H -14.07 -14.21 -10.15
H -14.14 -13.00 -11.28
H -12.10 -15.90 -11.52
H -13.63 -16.53 -10.83
H -14.44 -17.21 -13.04
H -11.80 -18.51 -12.20
H -12.77 -19.01 -13.50
H -13.46 -18.96 -11.82
H -12.99 -17.03 -14.89
H -13.08 -15.57 -14.26
```

- LUMO energy: 0.4 eV
- Largest force on an atom: 2.69 eV/Å
- Structure (SMILES): C[C@H]1COC(=O)O1.C[C@H]1COC(=O)O1.COC[C@H](C)N.COC[C@H](C)N.COC[C@H](C)N.COC[C@H](C)N.COC[C@H](C)N.COC[C@H](C)N.COC[C@H](C)N.COC[C@H](C)N
- Orbital gap: 9.51 eV
- HOMO energy: -9.1 eV
- Charge: 0
- Electronic energy: -83683.2977 eV


[2]
Computed, not measured: C23H22ClGdNPS as an isolated structure in a non-equilibrium geometry, with ωB97M-V with the def2-TZVPD basis set.

```
50
Properties=species:S:1:pos:R:3
Gd 1.08 1.04 -0.81
Cl -0.74 0.48 1.03
P 1.12 -1.80 -1.38
C 2.78 -1.96 -0.85
C 3.72 -2.22 -1.86
C 5.00 -2.60 -1.51
C 5.41 -2.66 -0.18
C 4.47 -2.36 0.81
C 3.15 -2.05 0.51
C 0.02 -3.02 -0.72
C -1.37 -2.91 -0.84
C -2.16 -3.94 -0.36
C -1.56 -5.12 0.16
C -0.16 -5.23 0.17
C 0.62 -4.20 -0.29
C 0.90 -1.53 -3.10
C 0.46 -0.32 -3.68
C 0.10 -0.37 -5.02
C 0.31 -1.50 -5.82
C 0.87 -2.63 -5.23
C 1.14 -2.67 -3.88
H -1.83 -2.06 -1.31
H -3.25 -3.89 -0.40
H -2.18 -5.98 0.49
H 0.32 -6.14 0.53
H 1.69 -4.29 -0.36
H 3.40 -2.11 -2.90
H 5.67 -2.87 -2.30
H 6.43 -2.99 0.06
H 4.79 -2.41 1.84
H 2.40 -1.88 1.30
H 0.38 0.64 -3.11
H -0.35 0.50 -5.48
H 0.08 -1.51 -6.90
H 1.09 -3.50 -5.81
H 1.54 -3.56 -3.38
H 5.01 0.07 -3.19
H 4.53 0.27 -3.76
S 2.22 3.43 -0.98
C 0.83 3.33 0.08
N 0.92 3.31 1.49
C 0.09 4.09 2.26
C -1.06 4.62 1.72
C -1.40 4.24 0.42
C -0.53 3.46 -0.34
H 1.83 3.13 1.93
H 0.44 4.43 3.24
H -1.63 5.38 2.29
H -2.29 4.71 -0.01
H -0.79 3.33 -1.39
```

- Energy above the lowest of the compared OMol25 structures with the same formula, charge and spin: 40.4 kcal/mol
- LUMO energy (alpha / beta): -7.5 / -8.4 eV
- Largest force on an atom: 3.05 eV/Å
- Orbital gap (alpha / beta): 6.59 / 5.50 eV
- HOMO energy (alpha / beta): -14.1 / -13.9 eV
- Charge: +2
- Electronic energy: -79162.9980 eV
- Spin multiplicity: 8


Copy entry 2 word for word.
Computed, not measured: C23H22ClGdNPS as an isolated structure in a non-equilibrium geometry, with ωB97M-V with the def2-TZVPD basis set.

```
50
Properties=species:S:1:pos:R:3
Gd 1.08 1.04 -0.81
Cl -0.74 0.48 1.03
P 1.12 -1.80 -1.38
C 2.78 -1.96 -0.85
C 3.72 -2.22 -1.86
C 5.00 -2.60 -1.51
C 5.41 -2.66 -0.18
C 4.47 -2.36 0.81
C 3.15 -2.05 0.51
C 0.02 -3.02 -0.72
C -1.37 -2.91 -0.84
C -2.16 -3.94 -0.36
C -1.56 -5.12 0.16
C -0.16 -5.23 0.17
C 0.62 -4.20 -0.29
C 0.90 -1.53 -3.10
C 0.46 -0.32 -3.68
C 0.10 -0.37 -5.02
C 0.31 -1.50 -5.82
C 0.87 -2.63 -5.23
C 1.14 -2.67 -3.88
H -1.83 -2.06 -1.31
H -3.25 -3.89 -0.40
H -2.18 -5.98 0.49
H 0.32 -6.14 0.53
H 1.69 -4.29 -0.36
H 3.40 -2.11 -2.90
H 5.67 -2.87 -2.30
H 6.43 -2.99 0.06
H 4.79 -2.41 1.84
H 2.40 -1.88 1.30
H 0.38 0.64 -3.11
H -0.35 0.50 -5.48
H 0.08 -1.51 -6.90
H 1.09 -3.50 -5.81
H 1.54 -3.56 -3.38
H 5.01 0.07 -3.19
H 4.53 0.27 -3.76
S 2.22 3.43 -0.98
C 0.83 3.33 0.08
N 0.92 3.31 1.49
C 0.09 4.09 2.26
C -1.06 4.62 1.72
C -1.40 4.24 0.42
C -0.53 3.46 -0.34
H 1.83 3.13 1.93
H 0.44 4.43 3.24
H -1.63 5.38 2.29
H -2.29 4.71 -0.01
H -0.79 3.33 -1.39
```

- Energy above the lowest of the compared OMol25 structures with the same formula, charge and spin: 40.4 kcal/mol
- LUMO energy (alpha / beta): -7.5 / -8.4 eV
- Largest force on an atom: 3.05 eV/Å
- Orbital gap (alpha / beta): 6.59 / 5.50 eV
- HOMO energy (alpha / beta): -14.1 / -13.9 eV
- Charge: +2
- Electronic energy: -79162.9980 eV
- Spin multiplicity: 8


What is the largest force on an atom in the second record?
3.05 eV/Å